Record 1
# C8H26F6N2O6PPb

C8H26F6N2O6PPb as an isolated structure at a distorted geometry (ωB97M-V/def2-TZVPD, OMol25).

Geometry as XYZ:
```
50
Properties=species:S:1:pos:R:3:forces:R:3
Pb 0.45279 1.66575 -1.13001 1.7 3.1 -1.3
O -1.01858 3.51135 -1.95055 -0.5 -0.6 0.3
H -1.90239 3.51638 -1.53417 0.6 0.0 -0.2
O 2.59475 3.20733 -1.08588 -1.0 -0.7 0.8
H 2.39553 3.27510 -0.13181 0.4 0.3 -0.5
O 2.20556 0.37761 -2.39793 -0.2 -1.0 -0.7
H 2.06378 -0.56566 -2.60928 0.1 0.5 -0.4
O 1.28291 2.65868 -3.71954 -0.1 0.0 -0.2
H 1.18717 1.76022 -4.09121 0.3 0.0 0.3
P 0.52646 2.54341 2.85612 0.4 1.7 -1.8
F 1.23248 4.01834 2.62036 -0.3 -0.8 1.1
F 1.15174 2.11882 1.42340 0.6 -0.8 0.5
F 1.90552 2.00528 3.62144 -1.8 0.3 -0.1
F -0.22106 1.09832 2.94976 0.7 -0.1 0.8
F -0.24263 3.04997 4.18412 1.0 -0.4 0.4
F -0.75579 3.08524 2.00091 -0.5 0.1 0.2
C 3.02213 -2.51551 -0.10140 0.0 -1.2 0.1
C 1.58011 -2.03757 0.23422 1.4 0.1 2.0
C 1.08739 -2.40724 1.68922 -0.9 -0.1 -1.8
O -0.28601 -2.01371 1.74490 0.2 0.6 0.1
C -0.90936 -2.35225 2.94840 -0.6 0.0 -0.1
N 1.55070 -0.61181 0.04742 -0.7 -0.7 -0.3
H 3.27626 -3.37556 0.51814 0.3 -0.2 0.0
H 3.83789 -1.79364 -0.06222 -0.4 0.5 0.8
H 3.14502 -2.82554 -1.13913 -0.6 -0.3 -0.2
H 0.91349 -2.48271 -0.50441 -0.3 -0.1 0.2
H 1.63800 -1.91090 2.48834 0.3 0.0 -0.1
H 1.04288 -3.49056 1.80115 0.7 -0.4 0.3
H -1.01759 -3.43605 2.99030 0.1 -0.4 0.4
H -1.91652 -1.93638 2.97670 -0.1 0.1 -0.4
H -0.45638 -1.95869 3.85835 0.6 0.0 -0.1
H 1.91422 -0.63530 -0.89460 -0.1 1.7 -0.9
H 2.30850 -0.12614 0.50562 0.2 0.0 0.7
C -3.48985 0.96120 -0.34812 -2.1 1.8 -1.6
C -2.50375 -0.07567 -0.20198 3.2 -0.9 1.0
C -2.05007 -0.86430 -1.48134 0.5 1.7 0.1
O -1.28648 0.01779 -2.31956 -1.4 -0.1 0.5
C -0.64442 -0.63790 -3.35199 0.5 -0.5 -0.4
N -1.31892 0.61055 0.46937 -1.6 -2.1 -0.7
H -3.09343 1.88155 -0.77697 0.4 0.0 0.2
H -3.96120 1.20261 0.60459 0.0 0.0 0.0
H -4.24714 0.67656 -1.07860 -0.5 -0.2 0.1
H -2.91597 -0.80192 0.49856 0.0 -0.6 -0.1
H -2.92879 -1.20755 -2.02734 -0.3 -0.1 -0.1
H -1.39043 -1.71756 -1.32346 -0.1 -0.3 0.8
H -1.31210 -1.20800 -3.99797 -0.5 0.2 -0.3
H 0.03584 -1.39312 -2.95831 0.4 -0.1 0.2
H -0.06203 0.08832 -3.91902 -0.1 -0.2 0.1
H -0.79164 -0.14871 0.87627 0.6 0.2 0.3
H -1.62858 1.19956 1.22916 -0.1 0.2 0.0
```
Positions in Å, forces in eV/Å.

Total charge: -2
2S+1: 2
Lowest unoccupied orbital energy (spin up / spin down): 4.476 / 4.476 eV
E_HOMO (spin up / spin down): -0.1 / 0.0 eV
E_tot: -54825.3554 eV

---

Record 2
# C31H28AuN2P

C31H28AuN2P as an isolated structure (ωB97M-V/def2-TZVPD, OMol25).

Geometry as XYZ:
```
63
Properties=species:S:1:pos:R:3:forces:R:3
Au -0.37262 -0.42490 -1.14466 0.0 0.0 0.0
C -2.44889 -1.31501 -4.92918 0.0 0.0 0.0
C -2.08051 -0.24321 -5.72268 0.0 0.0 0.0
C -1.20056 0.70218 -5.21805 0.0 0.0 0.0
C -0.70400 0.55543 -3.93500 0.0 0.0 0.0
N -1.07389 -0.49127 -3.17051 0.0 0.0 0.0
C -1.92568 -1.39909 -3.65426 0.0 0.0 0.0
C 0.24930 1.51503 -3.32325 0.0 0.0 0.0
C 0.81623 2.55893 -4.03335 0.0 0.0 0.0
C 1.71998 3.40196 -3.40535 0.0 0.0 0.0
C 2.04469 3.17393 -2.07987 0.0 0.0 0.0
C 1.44667 2.11331 -1.42771 0.0 0.0 0.0
N 0.56393 1.30869 -2.02882 0.0 0.0 0.0
H -3.13186 -2.07426 -5.28098 0.0 0.0 0.0
H -2.47478 -0.13719 -6.72414 0.0 0.0 0.0
H -0.91551 1.54677 -5.82574 0.0 0.0 0.0
H -2.19526 -2.21373 -2.99761 0.0 0.0 0.0
H 0.57124 2.71551 -5.07226 0.0 0.0 0.0
H 2.16841 4.22055 -3.95176 0.0 0.0 0.0
H 2.75135 3.79819 -1.55256 0.0 0.0 0.0
H 1.67890 1.89300 -0.39430 0.0 0.0 0.0
C 2.87956 -1.22790 0.00661 0.0 0.0 0.0
C 2.84469 -0.08853 0.98851 0.0 0.0 0.0
C 4.03982 0.50121 1.38355 0.0 0.0 0.0
C 4.06972 1.54627 2.29677 0.0 0.0 0.0
C 2.89194 2.03800 2.83900 0.0 0.0 0.0
C 1.68405 1.48058 2.45703 0.0 0.0 0.0
C 1.65282 0.42150 1.54288 0.0 0.0 -0.1
P 0.06931 -0.29847 1.11488 0.0 0.0 0.0
C -1.26083 0.74766 1.73578 0.0 0.0 0.0
C -1.34956 1.98371 1.07741 0.0 0.0 0.0
C -2.33118 2.89772 1.39876 0.0 0.0 0.0
C -3.25002 2.57386 2.38794 0.0 0.0 0.0
C -3.16720 1.35633 3.03926 0.0 0.0 0.0
C -2.18260 0.41259 2.74198 0.0 0.0 0.0
C -2.17272 -0.86648 3.53666 0.0 0.0 0.0
C 0.02704 -2.00463 1.61628 0.0 0.0 0.0
C 0.59897 -2.50349 2.78285 0.0 0.0 0.0
C 0.45611 -3.84968 3.06536 0.0 0.0 0.0
C -0.25016 -4.67116 2.18901 0.0 0.0 0.0
C -0.80039 -4.16557 1.01977 0.0 0.0 0.0
C -0.65631 -2.81559 0.72118 0.0 0.0 0.0
C -1.21752 -2.21262 -0.53968 0.0 0.0 0.0
H 3.86115 -1.29831 -0.45714 0.0 0.0 0.0
H 2.14525 -1.11343 -0.79633 0.0 0.0 0.0
H 2.67328 -2.17956 0.49927 0.0 0.0 0.0
H 4.96805 0.12920 0.96840 0.0 0.0 0.0
H 5.01968 1.97683 2.58472 0.0 0.0 0.0
H 2.91111 2.84685 3.55619 0.0 0.0 0.0
H 0.76364 1.86260 2.87767 0.0 0.0 0.0
H -0.62725 2.24064 0.30967 0.0 0.0 0.0
H -2.38029 3.84945 0.88802 0.0 0.0 0.0
H -4.02990 3.27381 2.65615 0.0 0.0 0.0
H -3.88538 1.12150 3.81416 0.0 0.0 0.0
H -2.99601 -0.85964 4.24704 0.0 0.0 0.0
H -1.25012 -0.98200 4.10485 0.0 0.0 0.0
H -2.28586 -1.74930 2.90711 0.0 0.0 0.0
H 1.15282 -1.85354 3.45008 0.0 0.0 0.0
H 0.89849 -4.26638 3.95960 0.0 0.0 0.0
H -0.35490 -5.72436 2.41287 0.0 0.0 0.0
H -1.32413 -4.82457 0.33846 0.0 0.0 0.0
H -2.29381 -2.03624 -0.46268 0.0 0.0 0.0
H -1.02852 -2.87368 -1.38787 0.0 0.0 0.0
```
Positions in Å, forces in eV/Å.

ΔE to the lowest compared entry with this formula, charge and spin: 0.0 kcal per mole
Total charge: +2
2S+1: 1
Lowest unoccupied orbital energy: -6.460 eV
E_HOMO: -14.5 eV
E_tot: -48550.3781 eV